(1)
Formula: CO4S
Source: the OMol25 dataset
Level of theory: the ωB97M-V functional and the def2-TZVPD basis

## Properties
Orbital gap (alpha / beta), eV: 8.70 / 8.20
Maximum force, eV Å⁻¹: 5.00
<S²>: 2.011
Calculated total energy, a.u.: -737.15488
Net charge: 0
HOMO (alpha / beta), eV: -8.26 / -12.47
Spin multiplicity: 3
Energy relative to the best compared isomer or geometry (same formula, charge and spin), kJ/mol: 8.5

Each line ends with the Löwdin spin population.
CARTESIAN COORDINATES (ANGSTROEM)
C: -2.06980 -0.18680 0.13422  0.00
O: -2.99514 0.24934 -0.39204  0.00
O: 1.58930 1.31346 -0.32958  0.53
O: -1.09935 -0.54362 0.64087  0.02
O: 2.65078 -0.93792 -0.36714  0.60
S: 1.92421 0.10554 0.31367  0.84

Cartesian forces, eV/Å:
0.1385 0.6431 -0.2441
-0.8193 -0.0087 -0.2881
-1.4129 4.4027 -1.9084
0.5939 -0.6386 0.5371
1.5281 -2.4427 -1.0893
-0.0283 -1.9559 2.9929

(2)
Formula: C5H7NO
Source: the OMol25 dataset
Level of theory: the ωB97M-V functional and the def2-TZVPD basis

## Properties
Orbital gap, eV: 10.04
Maximum force, eV Å⁻¹: 1.72
Calculated total energy, a.u.: -324.59786
Net charge: 0
HOMO, eV: -9.16
Spin multiplicity: 1
Energy relative to the best compared isomer or geometry (same formula, charge and spin), kJ/mol: 332.4

Each line ends with the natural charge from an NBO analysis.
CARTESIAN COORDINATES (ANGSTROEM)
C: -1.97565 -0.93584 -0.46380  -0.50
C: -0.80651 -0.63203 -0.01895  0.21
C: 0.27243 -0.38349 0.68141  -0.41
C: 0.44085 0.84995 1.51663  -0.62
H: -2.38650 -1.21611 0.50756  0.25
H: -2.55838 -0.98169 -1.37466  0.25
H: 0.95787 -1.20525 0.85061  0.24
H: 0.12748 0.59616 2.53271  0.22
H: -0.17503 1.67939 1.15524  0.22
H: 1.48527 1.16965 1.53266  0.23
N: 0.34843 0.03870 -2.06039  -0.82
C: 1.23995 0.21829 -1.21118  0.87
O: 2.26820 0.49610 -0.70255  -0.53
H: 0.76159 0.30617 -2.94529  0.39

Cartesian forces, eV/Å:
-0.3153 -0.2899 1.2181
0.5413 0.1599 -0.0017
-0.5807 -0.3913 0.6576
0.0467 0.1476 0.1855
-1.2991 -0.4294 -0.4089
0.6066 0.2433 0.0217
0.0617 -0.0345 -0.0067
0.0892 0.2533 0.0527
0.0653 -0.1650 0.0479
-0.1380 -0.0253 0.0505
0.4305 0.1637 -0.0935
1.4076 0.5757 -0.8104
-0.8694 -0.2670 -0.3282
-0.0464 0.0589 -0.5846

(3)
Formula: C15H12N6O2Ru
Source: the OMol25 dataset
Level of theory: the ωB97M-V functional and the def2-TZVPD basis

## Properties
Orbital gap (alpha / beta), eV: 5.61 / 5.65
Maximum force, eV Å⁻¹: 0.33
Calculated total energy, a.u.: -1152.08892
Net charge: +2
HOMO (alpha / beta), eV: -16.15 / -16.20
Spin multiplicity: 1

Each line ends with the natural charge from an NBO analysis.
CARTESIAN COORDINATES (ANGSTROEM)
Ru: 0.61480 0.52734 0.14739  1.00
C: 0.36075 -2.70194 -2.65428  -0.72
C: 0.36513 -1.95995 -1.36565  0.64
O: 0.83493 -0.80462 -1.36194  -0.53
C: -0.10645 -2.60564 -0.12620  -0.17
C: -0.70244 -3.85263 -0.18260  -0.14
C: -1.01592 -4.55502 0.98278  -0.05
C: -0.66702 -4.06277 2.24493  -0.16
C: -0.03453 -2.85119 2.34459  -0.16
C: 0.21199 -2.07730 1.17993  0.43
O: 0.73521 -0.90632 1.37222  -0.41
H: 0.85639 -2.11084 -3.41834  0.27
H: -0.67375 -2.88378 -2.95963  0.28
H: 0.85306 -3.66960 -2.55512  0.27
H: -0.94408 -4.29810 -1.13650  0.25
H: -1.52044 -5.50903 0.90194  0.26
H: -0.89360 -4.63824 3.13182  0.27
H: 0.25798 -2.42957 3.29681  0.26
N: 0.32302 3.49135 3.10872  -0.29
C: 0.44679 2.18930 2.87964  0.26
N: 0.47933 2.01250 1.56553  -0.50
C: 0.35561 3.27803 1.05058  0.29
N: 0.25843 4.19817 1.96538  -0.17
C: 0.32529 3.41170 -0.40090  0.13
C: 0.19800 4.59461 -1.10799  0.06
N: 0.15821 4.59830 -2.43504  -0.28
C: 0.23817 3.43575 -3.06511  0.04
C: 0.35890 2.23192 -2.37934  0.05
N: 0.41081 2.22837 -1.04614  -0.41
H: 0.27207 3.96992 3.99887  0.46
H: 0.51569 1.43117 3.64161  0.26
H: 0.12545 5.54341 -0.59069  0.25
H: 0.20109 3.44766 -4.14692  0.24
H: 0.41755 1.27994 -2.88749  0.24
N: -2.36603 -0.12712 0.00443  -0.31
C: -1.25039 0.17424 0.00273  0.10

Cartesian forces, eV/Å:
0.0785 -0.2060 0.0728
-0.0002 0.0074 0.0189
-0.0151 -0.1165 -0.0046
0.0033 0.0854 0.0830
0.0113 0.0601 -0.0030
-0.0129 -0.0267 0.0622
0.0215 0.0464 -0.0434
-0.0148 -0.0157 -0.0383
0.0516 0.0732 -0.0517
-0.0638 -0.2015 0.0480
0.0050 0.2650 -0.1916
0.0040 0.0038 0.0035
-0.0058 -0.0003 0.0009
-0.0034 0.0002 0.0017
0.0036 0.0021 -0.0092
0.0026 -0.0006 -0.0017
0.0003 0.0058 0.0034
-0.0042 -0.0114 0.0058
-0.0091 -0.0333 0.0063
0.0167 0.0134 0.0103
-0.0397 -0.0157 0.0029
0.0048 -0.0057 0.0297
0.0110 0.0033 -0.0516
0.0013 -0.0328 -0.0362
0.0035 -0.0341 0.0456
-0.0003 0.0147 -0.0394
-0.0024 0.0019 -0.0018
0.0009 0.0082 0.0250
0.0066 0.0370 -0.0460
-0.0023 -0.0058 -0.0107
-0.0020 -0.0029 0.0008
0.0000 0.0004 0.0015
-0.0002 0.0017 0.0009
0.0011 -0.0035 0.0080
-0.0238 -0.1126 -0.1193
-0.0276 0.1950 0.2171

(4)
Formula: C7H8
Source: the OMol25 dataset
Level of theory: the ωB97M-V functional and the def2-TZVPD basis

## Properties
Orbital gap (alpha / beta), eV: 7.18 / 7.86
Maximum force, eV Å⁻¹: 5.21
Calculated total energy, a.u.: -271.25301
Net charge: 0
HOMO (alpha / beta), eV: -6.99 / -7.39
Spin multiplicity: 1
Energy relative to the best compared isomer or geometry (same formula, charge and spin), kJ/mol: 731.1

Each line ends with the natural charge from an NBO analysis.
CARTESIAN COORDINATES (ANGSTROEM)
C: -1.66606 0.99134 0.20126  0.13
C: -2.36223 -0.11068 0.24958  -0.19
C: -0.37477 1.45324 -0.40552  -0.52
C: -0.29624 -1.01472 -0.67197  -0.52
C: -1.36070 -1.03609 0.40767  -0.05
C: 0.45354 0.13917 -0.34651  0.03
C: 1.68655 0.00969 0.59377  -0.65
H: -0.61174 1.66401 -1.44605  0.24
H: 0.17731 2.21210 -0.02559  0.23
H: 0.34479 -1.96416 -0.65582  0.24
H: -0.74538 -1.11683 -1.72860  0.21
H: -1.22601 -1.32875 1.37686  0.20
H: 2.11226 1.10621 0.57341  0.22
H: 2.39443 -0.78696 0.21776  0.23
H: 1.47424 -0.21757 1.65975  0.21

Cartesian forces, eV/Å:
-0.0165 -1.6844 0.4795
-1.6435 3.0649 -0.5273
-0.6387 -3.5638 -1.9137
0.0387 -4.4499 -2.7139
1.2272 1.0850 -1.8687
0.4682 1.5587 1.7012
-0.1902 1.9890 -0.6683
0.0120 0.1514 -0.2237
1.1299 2.5152 1.6572
-0.7204 1.2429 0.4083
0.2046 0.7044 1.4806
0.8892 -1.5344 2.2846
-0.0662 -2.3384 0.1711
-0.6093 1.1730 0.2602
-0.0850 0.0864 -0.5271

(5)
Formula: CH6N2S
Source: the OMol25 dataset
Level of theory: the ωB97M-V functional and the def2-TZVPD basis

## Properties
Orbital gap, eV: 8.56
Maximum force, eV Å⁻¹: 4.23
Calculated total energy, a.u.: -549.26975
Net charge: 0
HOMO, eV: -8.08
Spin multiplicity: 1
Energy relative to the best compared isomer or geometry (same formula, charge and spin), kJ/mol: 308.4

Each line ends with the natural charge from an NBO analysis.
CARTESIAN COORDINATES (ANGSTROEM)
C: -0.88231 0.65176 -0.86506  -0.67
N: 1.12136 0.64494 1.48021  -1.15
N: 0.58275 -1.51496 0.41092  -1.02
S: 1.13421 0.04238 0.04782  1.11
H: -0.64732 1.59255 -1.28774  0.21
H: -1.39243 0.72314 0.07657  0.21
H: -0.81991 -0.29982 -1.31070  0.19
H: 1.96130 1.05676 1.80749  0.37
H: 0.30587 -1.57987 1.40218  0.40
H: -0.22509 -1.76809 -0.03815  0.36

Cartesian forces, eV/Å:
3.2444 -0.6568 2.6272
-0.8262 -0.2091 -0.0831
1.5425 -0.2064 1.6019
-2.2018 0.8998 0.5819
-0.0438 0.4483 -1.0357
-0.3754 -0.1509 0.2210
-0.8634 -0.4282 -1.3885
1.0143 0.5304 -0.2100
0.7449 0.5806 -0.3220
-2.2355 -0.8077 -1.9927

(6)
Formula: C32H21BrF5N3O2RuS
Source: the OMol25 dataset
Level of theory: the ωB97M-V functional and the def2-TZVPD basis

## Properties
Orbital gap (alpha / beta), eV: 7.63 / 5.68
Maximum force, eV Å⁻¹: 0.21
<S²>: 8.769
Calculated total energy, a.u.: -5112.96164
Net charge: +1
HOMO (alpha / beta), eV: -10.85 / -10.85
Spin multiplicity: 6
Energy relative to the best compared isomer or geometry (same formula, charge and spin), kJ/mol: 31.3

Each line ends with the Löwdin spin population.
CARTESIAN COORDINATES (ANGSTROEM)
Ru: 0.53918 1.81520 1.32382  3.67
C: 3.07801 -0.97683 2.08502  0.00
C: 2.44393 0.22109 2.72540  0.04
C: 2.84890 1.51721 2.37237  0.03
C: 2.27272 2.64182 2.98541  0.03
C: 1.31034 2.47467 3.98992  0.07
C: 0.92040 1.18959 4.35706  0.06
C: 1.47064 0.08178 3.72185  0.07
H: 3.42045 -0.74486 1.07750  0.00
H: 2.38285 -1.81494 2.04288  0.00
H: 3.94205 -1.29607 2.67128  0.00
H: 3.60981 1.64229 1.61348  0.00
H: 2.59700 3.63405 2.69891  0.00
H: 0.87141 3.33942 4.46729  0.00
H: 0.17737 1.05369 5.13177  0.00
H: 1.14527 -0.91339 4.00075  0.00
F: -1.90232 5.41456 -3.22048  0.01
C: -1.79701 4.86899 -2.02242  0.03
C: -2.30764 3.60265 -1.78469  0.00
F: -2.90636 2.93016 -2.75978  0.00
C: -2.18157 3.04652 -0.52538  0.03
F: -2.65498 1.81200 -0.32368  0.01
C: -1.55446 3.72159 0.51480  0.05
S: -1.32957 2.98333 2.10355  0.42
C: -1.04900 4.99133 0.24870  0.03
F: -0.40513 5.65797 1.20375  0.01
C: -1.16802 5.56722 -0.99913  0.00
F: -0.67152 6.77461 -1.23377  0.00
Br: 1.57067 5.99919 -4.64089  0.00
C: 2.26675 4.35272 -4.03238  0.00
C: 3.13576 3.62797 -4.83456  0.00
C: 3.63579 2.41497 -4.38021  0.00
C: 3.26688 1.92645 -3.13802  0.00
C: 2.39694 2.66487 -2.34328  0.00
C: 1.89509 3.88455 -2.78599  0.00
C: 1.98169 2.13182 -1.02703  0.03
O: 2.34053 1.03357 -0.59493  0.04
O: 1.18114 2.88360 -0.31132  0.21
H: 3.41871 4.00786 -5.80647  0.00
H: 4.31416 1.85166 -5.00638  0.00
H: 3.64211 0.97883 -2.77759  0.00
H: 1.22422 4.45683 -2.16242  0.00
N: -3.12609 -4.54383 0.62025  0.00
C: -3.20536 -5.87020 0.25506  0.00
C: -4.21887 -6.81918 0.37235  0.00
C: -3.93610 -8.07717 -0.11211  0.00
C: -2.69151 -8.38768 -0.69471  0.00
C: -1.69632 -7.44553 -0.80950  0.00
C: -1.96284 -6.16127 -0.32522  0.00
N: -1.16038 -5.03968 -0.31367  0.00
C: -1.88053 -4.10783 0.24853  0.00
C: -1.38521 -2.75214 0.46713  0.00
C: -0.16043 -2.38571 -0.08808  0.00
C: 0.33242 -1.12072 0.12988  0.01
N: -0.32336 -0.20482 0.86745  0.11
C: -1.51343 -0.54733 1.38826  0.01
C: -2.06850 -1.79539 1.21545  0.00
H: -3.86194 -4.00147 1.03555  0.00
H: -5.17664 -6.58741 0.81856  0.00
H: -4.68929 -8.85053 -0.04392  0.00
H: -2.52241 -9.39208 -1.05824  0.00
H: -0.73872 -7.67565 -1.25586  0.00
H: 0.39127 -3.09961 -0.68249  0.00
H: 1.27317 -0.79965 -0.29263  0.00
H: -2.02877 0.21573 1.95447  0.00
H: -3.02333 -2.00140 1.67876  0.00

Cartesian forces, eV/Å:
0.1465 -0.1450 -0.0278
-0.0222 -0.0043 -0.0195
0.0112 -0.0058 0.0410
-0.0692 0.0783 0.0604
0.0827 -0.0938 0.0479
0.0687 -0.0422 -0.0407
-0.0143 0.0202 0.0065
-0.0079 -0.0001 -0.0220
-0.0042 0.0054 0.0023
0.0132 -0.0050 0.0064
0.0070 0.0182 0.0073
-0.0209 0.0310 -0.0133
-0.0113 0.0077 0.0055
-0.0031 0.0149 -0.0162
0.0008 -0.0029 -0.0051
-0.0005 0.0063 0.0029
-0.0225 -0.0210 -0.0095
0.0228 0.0332 0.0594
0.0006 -0.0047 0.0089
0.0055 0.0019 -0.0055
-0.0138 -0.0349 -0.0083
-0.0158 0.0143 -0.0149
-0.0055 -0.0261 -0.0146
-0.0326 0.0543 -0.0014
-0.0125 -0.0294 0.0554
-0.0009 0.0032 -0.0139
-0.0171 0.0174 -0.0654
0.0083 -0.0047 -0.0028
0.0046 -0.0044 0.0029
-0.0001 0.0054 0.0065
0.0047 -0.0053 -0.0015
0.0009 -0.0004 0.0082
0.0118 -0.0084 -0.0336
-0.0042 -0.0136 -0.0077
0.0028 0.0235 -0.0277
-0.0161 0.0295 0.1586
-0.0107 -0.0326 -0.0137
0.0175 0.0931 -0.1679
-0.0074 0.0098 0.0028
-0.0024 -0.0030 0.0030
-0.0014 0.0042 0.0105
0.0003 -0.0063 0.0209
0.0057 0.0119 0.0239
0.0175 0.0005 -0.0192
-0.0084 -0.0024 0.0023
0.0011 0.0019 0.0023
-0.0007 -0.0056 -0.0021
0.0045 0.0030 0.0045
-0.0180 -0.0096 0.0120
0.0085 0.0170 -0.0169
-0.0189 -0.0417 -0.0027
-0.0023 0.0170 0.0122
0.0192 -0.0114 -0.0074
0.0120 0.0587 -0.0015
-0.1396 -0.0138 0.0424
0.0476 0.0015 -0.0175
-0.0166 -0.0088 0.0136
-0.0038 0.0048 -0.0118
0.0007 -0.0001 -0.0003
-0.0009 0.0013 -0.0003
0.0002 0.0018 -0.0012
-0.0032 -0.0019 -0.0017
-0.0002 0.0034 0.0000
0.0096 -0.0058 -0.0121
-0.0045 0.0026 0.0043
-0.0026 -0.0019 -0.0070